The following is a quantum chemistry calculation of a structure of composition C2H4OS, from the Open Molecules 2025 dataset.

For the gap between HOMO and LUMO (alpha / beta), the calculation gives 8.23 / 6.92 eV. The LUMO energy (alpha / beta) comes out at -0.55 / -0.54 eV. The calculation puts the energy relative to the best compared isomer or geometry (same formula, charge and spin) at 678.38 kJ/mol.

Each line ends with the Löwdin charge.
Element x y z (Å)
C (-1.468, 0.035, 0.281)  0.08
C (0.363, 0.695, 0.002)  -0.22
O (1.252, -0.089, -0.345)  -0.45
S (2.926, 0.034, 0.332)  0.75
H (-2.190, 0.302, -0.452)  -0.04
H (-1.599, -1.011, 0.236)  -0.05
H (0.259, 1.741, 0.322)  0.08
H (2.945, -1.294, 0.630)  -0.14

Cartesian forces (eV/Å) of the 3 atoms listed first:
C 4.7156 1.3172 -0.5117
C -8.1528 -0.0154 0.5939
O 1.5301 -0.9201 -0.1993